(1)
DFT (ωB97M-V/def2-TZVPD) results for C22H36O3P2Pb as an isolated structure.

Its net charge is +2. The value obtained for the molecular weight is 617.67 g/mol. Its HOMO energy (spin up / spin down) is -12.35 / -12.33 eV. The calculation puts the frontier orbital gap (spin up / spin down) at 3.22 / 3.19 eV. As for the maximum force: 3.15 eV Å⁻¹. The value obtained for the electronic energy is -53347.174 eV.

Cartesian coordinates (Å):
P  0.104  -1.355  -6.442
P  0.070  1.726  -6.318
C  -0.245  -0.462  -8.052
C  0.312  0.958  -8.015
H  -1.339  -0.476  -8.196
H  0.238  -1.041  -8.852
H  1.394  0.984  -8.233
H  -0.220  1.590  -8.739
C  -1.545  2.540  -6.705
H  -1.759  3.271  -5.911
H  -2.346  1.786  -6.743
H  -1.452  3.049  -7.679
C  1.160  3.179  -6.614
H  0.863  3.670  -7.555
H  2.201  2.828  -6.676
H  1.043  3.866  -5.765
C  -0.987  -2.794  -6.740
H  -0.801  -3.526  -5.943
H  -0.755  -3.225  -7.725
H  -2.031  -2.454  -6.702
C  1.708  -2.109  -6.968
H  2.493  -1.336  -7.001
H  1.563  -2.551  -7.969
H  1.980  -2.888  -6.239
Pb  -0.368  -0.318  0.803
C  0.615  1.691  -2.154
C  -0.722  1.621  -2.244
C  -1.492  0.732  -3.173
C  -1.871  -0.702  -2.706
C  -0.804  -1.617  -2.201
C  0.518  -1.518  -2.426
C  1.170  -0.565  -3.371
C  1.621  0.818  -2.835
C  0.122  -2.081  2.067
H  1.051  2.386  -1.424
H  -1.308  2.232  -1.543
H  -0.977  0.659  -4.148
H  -2.453  1.240  -3.382
H  -2.657  -0.643  -1.934
H  -2.373  -1.167  -3.577
H  -1.175  -2.476  -1.624
H  1.194  -2.196  -1.890
H  0.530  -0.412  -4.260
H  2.094  -1.045  -3.743
H  2.421  0.668  -2.087
H  2.114  1.339  -3.686
H  0.946  -1.775  2.730
H  0.438  -2.895  1.394
H  -0.777  -2.363  2.636
O  1.453  3.453  3.742
C  0.567  2.966  4.614
C  0.756  3.139  6.005
C  -0.168  2.583  6.883
C  -1.305  1.892  6.422
C  -1.485  1.705  5.051
C  -0.578  2.251  4.154
C  -0.565  1.717  2.781
O  -1.477  0.830  2.498
O  0.376  1.992  1.962
H  1.172  3.089  2.835
H  1.633  3.689  6.339
H  0.006  2.685  7.952
H  -2.029  1.489  7.119
H  -2.320  1.125  4.650

=====

(2)
DFT (ωB97M-V/def2-TZVPD) results for a 2-piece molecular cluster, C16H30BF2INOSi overall.

Its net charge is +1. The value obtained for the molecular weight is 456.22 g/mol. Its HOMO energy is -11.25 eV. The calculation puts the frontier orbital gap at 8.53 eV. As for the maximum force: 0.87 eV Å⁻¹. The value obtained for the electronic energy is -42700.294 eV.

Cartesian coordinates (Å):
C  -0.019  -2.240  4.825
Si  0.925  -0.651  4.452
C  0.912  0.389  6.028
C  2.738  -1.077  4.093
C  3.180  -0.981  2.630
C  4.421  -1.816  2.295
F  5.540  -1.068  2.510
F  4.530  -2.883  3.147
B  4.376  -2.349  0.788
I  2.954  -3.874  0.334
C  0.073  0.255  3.030
C  -0.098  -0.287  1.751
C  -0.759  0.419  0.752
C  -1.279  1.689  0.991
C  -1.126  2.238  2.259
C  -0.464  1.527  3.259
H  -0.253  -2.795  3.923
H  0.591  -2.838  5.496
H  -0.922  -1.977  5.371
H  1.733  1.100  5.989
H  1.100  -0.299  6.846
H  -0.022  0.915  6.185
H  2.921  -2.062  4.510
H  3.352  -0.392  4.673
H  3.468  0.047  2.434
H  2.404  -1.272  1.933
H  5.022  -1.870  -0.078
H  0.263  -1.280  1.534
H  -0.889  -0.010  -0.234
H  -1.790  2.243  0.220
H  -1.532  3.220  2.453
H  -0.365  2.005  4.221
C  -0.670  0.808  -3.780
N  -1.535  1.054  -4.983
C  -0.650  1.134  -6.186
C  -2.250  2.353  -4.821
C  -2.512  -0.078  -5.219
C  -3.562  -0.292  -4.154
O  -2.931  -0.621  -2.927
H  0.163  1.508  -3.818
H  -1.247  0.984  -2.883
H  -0.300  -0.212  -3.817
H  0.048  1.954  -6.049
H  -1.265  1.310  -7.065
H  -0.112  0.194  -6.284
H  -2.849  2.321  -3.916
H  -2.882  2.517  -5.691
H  -1.509  3.144  -4.740
H  -1.905  -0.975  -5.337
H  -3.006  0.141  -6.165
H  -4.196  -1.118  -4.488
H  -4.200  0.590  -4.042
H  -3.612  -0.745  -2.257

=====

(3)
DFT (ωB97M-V/def2-TZVPD) results for a 2-piece molecular cluster, H3INOP overall.

The value obtained for the molecular weight is 190.91 g/mol. Its HOMO energy is -8.88 eV. The calculation puts the frontier orbital gap at 8.15 eV. As for the maximum force: 5.10 eV Å⁻¹. The value obtained for the electronic energy is -20974.283 eV.

Cartesian coordinates (Å):
N  -0.252  -0.527  0.322
O  -0.824  1.941  -0.512
P  -1.219  0.871  0.666
I  -3.407  -0.086  -0.009
H  -0.610  -1.150  0.983
H  1.160  -0.607  1.011
H  -0.970  1.654  -1.486

=====

(4)
DFT (ωB97M-V/def2-TZVPD) results for a single C8H21BrSi2 molecule.

The value obtained for the molecular weight is 253.33 g/mol. Its HOMO energy is -8.51 eV. The calculation puts the frontier orbital gap at 9.32 eV. As for the maximum force: 4.03 eV Å⁻¹. The SMILES is CC[SiH](CC)[Si](Br)(CC)CC. The value obtained for the electronic energy is -94433.920 eV.

Cartesian coordinates (Å):
C  3.802  -0.900  0.016
C  2.637  0.100  -0.351
Si  0.868  -0.406  -0.657
C  0.420  -0.484  -2.583
C  0.309  0.994  -3.130
Si  -1.001  0.967  0.755
Br  -0.572  3.202  0.731
C  -0.663  0.549  2.572
C  0.776  0.716  2.944
C  -2.663  0.711  -0.047
C  -3.582  -0.471  0.390
H  3.422  -1.768  0.818
H  4.043  -1.564  -0.867
H  4.665  -0.354  0.422
H  3.077  0.572  -1.258
H  2.692  0.802  0.473
H  0.928  -1.705  0.220
H  1.352  -0.867  -2.948
H  -0.430  -0.961  -3.079
H  -0.541  1.522  -2.848
H  1.193  1.567  -2.868
H  0.115  0.923  -4.256
H  -1.212  1.143  3.264
H  -0.934  -0.567  2.831
H  0.849  0.290  3.917
H  1.443  0.241  2.235
H  0.902  1.816  2.854
H  -3.321  1.573  -0.092
H  -2.476  0.683  -1.168
H  -3.340  -1.496  -0.082
H  -3.377  -0.591  1.511
H  -4.675  -0.301  0.161